DFT (ωB97M-V/def2-TZVPD) results for a cluster of 6 separate species, C46H102N6O7 in total.

```
161
Properties=species:S:1:pos:R:3
C -3.45956 1.37176 -0.22046
C -2.69578 0.41413 0.69664
C -1.47261 -0.29564 0.03534
O -1.85067 -0.99311 -1.13359
C -0.67554 -1.35963 -1.88009
N -2.33117 1.03651 1.94546
H -4.17187 2.08585 0.19284
H -3.87309 0.77462 -1.03318
H -2.73923 1.97908 -0.76853
H -3.39099 -0.41633 0.81963
H -0.99292 -0.94661 0.76626
H -0.77019 0.49152 -0.23871
H -0.98785 -1.66328 -2.87927
H -0.08698 -2.12285 -1.37096
H 0.02504 -0.54138 -2.04662
H -2.21878 0.30494 2.63268
H -3.09169 1.66453 2.16298
C -6.12076 -1.87740 6.08867
O -7.00047 -2.20065 5.05692
C -8.25660 -1.57697 5.02595
C -8.68712 -1.58792 3.51791
N -9.62151 -2.56942 3.04306
C -9.26899 -3.99237 3.15071
C -8.07558 -4.40381 2.31325
O -8.44050 -4.21594 0.91526
C -7.23093 -4.47776 0.14503
H -6.81751 -1.89907 6.92663
H -5.80650 -0.83854 5.98804
H -5.35738 -2.59582 6.38736
H -8.02445 -0.54985 5.30743
H -8.98336 -2.17171 5.57933
H -7.84619 -1.58765 2.82442
H -9.09397 -0.59636 3.31950
H -9.91366 -2.50401 2.07846
H -10.13884 -4.44478 2.67447
H -9.05822 -4.23653 4.19189
H -7.71311 -5.42270 2.44957
H -7.23395 -3.80635 2.66367
H -7.49590 -4.12645 -0.85220
H -7.08280 -5.55766 0.14280
H -6.35249 -3.98927 0.56670
C 7.11356 0.35595 -10.43723
C 5.81658 0.17388 -11.20209
C 4.66971 0.57039 -10.18289
C 3.38376 1.14889 -10.81681
C 3.62583 2.16456 -11.94655
C 4.60801 1.62459 -12.99692
N 5.81853 1.12805 -12.35373
O 6.59902 0.83083 -13.39542
C 3.89352 0.56330 -13.84790
C 4.90154 2.93345 -13.85309
C 5.62935 -1.37841 -11.60240
H 7.27933 -0.13679 -9.47920
H 7.40957 1.39764 -10.31331
H 7.98829 -0.01043 -10.97454
H 4.21103 -0.14069 -9.49581
H 5.04563 1.28107 -9.44687
H 2.64262 1.45372 -10.07796
H 2.72408 0.35890 -11.17576
H 4.00985 3.13109 -11.62031
H 2.64261 2.41475 -12.34504
H 3.10124 1.08037 -14.38922
H 4.55395 0.06862 -14.56010
H 3.44101 -0.20170 -13.21694
H 5.59893 3.55247 -13.28868
H 5.42638 2.61356 -14.75327
H 4.05693 3.49754 -14.24875
H 6.37449 -1.45660 -12.39408
H 4.72184 -1.64283 -12.14517
H 5.84916 -1.91882 -10.68166
H 7.33544 1.39589 -13.15050
C 3.76011 2.09938 9.87248
C 2.35727 1.77881 9.31857
C 1.61334 0.87344 10.37058
C 1.14515 1.64722 11.58889
C 0.21688 2.84741 11.21057
C 0.87171 3.76239 10.17728
N 1.49713 2.99601 9.06495
O 1.94694 3.83983 7.95265
C -0.29486 4.52365 9.66306
C 2.00242 4.63652 10.90001
C 2.39088 0.98189 7.99606
H 4.31030 1.30630 9.36612
H 3.89504 2.02562 10.95158
H 4.23996 2.93292 9.35958
H 0.72918 0.42046 9.92206
H 2.25161 0.12556 10.84112
H 2.03496 2.07959 12.04645
H 0.68517 1.00792 12.34242
H 0.04606 3.43841 12.11036
H -0.80922 2.55763 10.98420
H -1.09077 3.88067 9.28731
H -0.59431 5.05772 10.56483
H 0.00928 5.22612 8.88708
H 2.54056 4.23232 11.75741
H 2.72289 5.02748 10.18155
H 1.49257 5.54783 11.21252
H 3.11157 0.16426 7.98179
H 2.71565 1.59106 7.15254
H 1.45974 0.49446 7.70711
H 1.26995 3.58093 7.32314
C 4.48227 8.12668 -3.43818
C 2.89238 8.05850 -3.42384
C 2.60532 8.89877 -2.18424
C 1.10552 8.99581 -1.98841
C 0.46208 9.61062 -3.22404
C 0.80219 8.85338 -4.53463
N 2.26752 8.62975 -4.63111
O 2.79404 8.25665 -5.84754
C 0.04048 7.61950 -4.66562
C 0.37448 9.96766 -5.59671
C 2.57418 6.55155 -3.11094
H 4.99474 7.96393 -2.49004
H 4.89200 7.55389 -4.27012
H 4.81663 9.13933 -3.66373
H 3.02805 8.48575 -1.26837
H 3.10287 9.82716 -2.46460
H 0.61063 8.05307 -1.75506
H 0.92889 9.52115 -1.04985
H 0.92720 10.59531 -3.27066
H -0.60573 9.74405 -3.05059
H 0.49607 6.66832 -4.94096
H -0.71778 7.70461 -5.44400
H -0.55984 7.37448 -3.78945
H 0.49295 9.65519 -6.63421
H 1.21645 10.65523 -5.51644
H -0.55539 10.50629 -5.41412
H 2.90059 5.91415 -3.93269
H 3.21497 6.23412 -2.28830
H 1.51496 6.46912 -2.86729
H 3.01362 9.13036 -6.17922
C -2.52860 -8.56870 4.46933
C -1.17020 -9.35549 4.48875
C -1.47611 -10.85046 4.59837
C -1.71403 -11.68995 3.30086
C -0.59956 -11.38779 2.24655
C -0.50980 -9.81648 2.03918
N -0.37638 -9.08153 3.26565
O 0.07997 -7.75106 3.22261
C 0.73619 -9.62590 1.10839
C -1.74687 -9.32060 1.22232
C -0.30544 -9.10074 5.77785
H -2.48586 -7.60841 3.95541
H -2.83758 -8.25967 5.46790
H -3.40611 -9.17622 4.24796
H -0.61438 -11.34132 5.05067
H -2.33938 -10.99148 5.24874
H -2.65991 -11.40261 2.84167
H -1.88275 -12.72450 3.59979
H -0.83788 -11.95972 1.34977
H 0.34874 -11.61279 2.73461
H 0.64837 -10.15167 0.15762
H 0.80699 -8.59750 0.75419
H 1.61878 -9.94044 1.66534
H -1.57972 -8.30226 0.87139
H -1.95261 -10.04944 0.43837
H -2.63569 -9.29823 1.85287
H -0.28773 -8.02910 5.97634
H 0.67905 -9.56495 5.71969
H -0.62389 -9.50015 6.74075
H 0.94580 -7.79737 3.63467
```

Calculated values
- Total energy: -2668.60998 hartree
- SMILES: CC1(C)CCCC(C)(C)N1O.CC1(C)CCCC(C)(C)N1O.CC1(C)CCCC(C)(C)N1O.CC1(C)CCCC(C)(C)N1O.COC[C@H](C)N.COCCNCCOC
- Energy above the lowest of the compared OMol25 structures with the same formula, charge and spin: 0.0 kcal/mol

---

DFT (ωB97M-V/def2-TZVPD) results for a cluster of 11 separate species, C46H106ClFN2O16S3 in total.

```
175
Properties=species:S:1:pos:R:3
C -2.33205 -4.21378 2.99605
C -3.33820 -4.27447 4.14156
C -4.53757 -3.28698 4.06954
C -4.80682 -2.65805 2.71799
N -3.86527 -1.59025 2.37027
C -4.15550 -0.98868 1.05813
C -2.89641 -0.22936 0.55992
C -2.54443 -0.69770 -0.84857
C -1.57771 0.13187 -1.70442
C -0.14413 0.43565 -1.19784
C 0.35488 -0.44524 -0.04773
C 0.16537 -1.98002 -0.18864
C -0.33492 1.82417 -0.43469
O -1.01193 2.02841 0.55204
N 0.45317 2.81782 -0.98728
C 1.58411 2.12258 -1.58966
O 2.31493 2.98687 -2.41586
C 2.57843 1.72657 -0.41771
C 3.80689 2.59858 -0.46653
O 4.90042 2.29452 -0.92984
Cl 3.56951 4.20758 0.32187
C 0.86302 0.95151 -2.29900
C 2.03782 0.12146 -2.89568
C 2.29727 -1.32819 -2.49126
C 1.37863 -2.38435 -3.10452
S 1.80166 -2.84053 -4.75782
O 0.72689 -3.61121 -5.29614
O 2.26612 -1.74050 -5.54659
O 3.01156 -3.85246 -4.49457
C 0.09805 1.65235 -3.45400
C -0.45784 0.79252 -4.61501
C -1.94858 0.99504 -4.88756
F -0.23935 -0.57064 -4.46531
C -3.77981 -0.60653 3.38816
S -4.90665 0.49583 3.71954
S -2.26108 -0.63279 4.36752
C -1.14966 0.53568 3.54766
C -0.26631 1.27433 4.57346
C 1.23653 1.03665 4.35020
H -1.61713 -5.02248 3.14384
H -1.76124 -3.29345 3.03250
H -2.76999 -4.36886 2.01547
H -3.70404 -5.28501 4.26896
H -2.78171 -4.05285 5.04858
H -5.43260 -3.85377 4.31680
H -4.43233 -2.54728 4.86057
H -5.83975 -2.29368 2.66865
H -4.70977 -3.43279 1.96272
H -5.02740 -0.33821 1.09647
H -4.32968 -1.83236 0.39581
H -3.15081 0.82247 0.51559
H -2.13339 -0.44060 1.29324
H -3.48568 -0.71780 -1.39879
H -2.25459 -1.74274 -0.79453
H -1.45735 -0.45000 -2.61597
H -2.09644 1.03124 -2.01272
H 1.40596 -0.30198 0.16031
H -0.15792 -0.15265 0.85555
H -0.44476 -2.34025 0.63699
H -0.35706 -2.26716 -1.09059
H 1.10704 -2.50872 -0.09731
H 0.65022 3.57709 -0.35250
H 2.46777 2.58902 -3.28335
H 2.97077 0.72911 -0.57502
H 2.14443 1.84366 0.56790
H 1.95586 0.12964 -3.97543
H 2.97292 0.64397 -2.71870
H 2.40537 -1.47618 -1.42443
H 3.29141 -1.56659 -2.87878
H 1.49994 -3.29916 -2.52901
H 0.32732 -2.14343 -3.06183
H 3.81521 -3.44088 -4.83794
H 0.74848 2.37735 -3.92619
H -0.72211 2.24763 -3.08210
H 0.02589 1.08846 -5.54091
H -2.24971 2.02277 -4.71547
H -2.09875 0.81221 -5.94484
H -2.56318 0.27581 -4.36004
H -1.70082 1.27626 2.97835
H -0.48138 0.03665 2.85582
H -0.44685 2.34202 4.50256
H -0.50671 0.97113 5.58344
H 1.74674 1.94111 4.02280
H 1.45985 0.27089 3.61121
H 1.72415 0.73923 5.26808
C 5.59428 -0.78639 3.41808
C 4.58633 0.02526 4.20792
O 3.65306 -0.81274 4.89400
H 5.08471 -1.42391 2.69358
H 6.29098 -0.13601 2.88864
H 6.17061 -1.43594 4.07919
H 4.00122 0.66121 3.54593
H 5.09976 0.66498 4.93367
H 4.15803 -1.37551 5.48868
C -9.48690 1.13380 3.54007
C -9.52366 1.75896 4.92228
O -8.83848 0.95949 5.88227
H -9.93160 0.13849 3.56226
H -10.02891 1.74473 2.81627
H -8.45556 1.02234 3.19601
H -10.54988 1.85239 5.27394
H -9.07864 2.75987 4.90100
H -7.92419 0.87550 5.59759
C 3.55550 -1.43051 9.61469
C 2.23503 -1.30551 8.87529
O 2.22056 -0.17876 8.00629
H 3.75261 -0.52782 10.19337
H 3.54887 -2.28663 10.29118
H 4.38251 -1.55476 8.91063
H 1.41599 -1.16468 9.57838
H 2.03424 -2.21400 8.29632
H 2.92922 -0.29245 7.36549
C -3.96857 3.36071 -9.22248
C -3.56750 2.15232 -8.39783
O -2.27670 2.31818 -7.80845
H -3.23956 3.54724 -10.00994
H -4.94758 3.21483 -9.68092
H -4.00954 4.25636 -8.59608
H -3.50900 1.26365 -9.02378
H -4.30202 1.96461 -7.60605
H -2.31460 3.09385 -7.24277
C 5.53847 0.94827 -5.37955
C 4.13439 1.15039 -5.91706
O 3.38029 2.04090 -5.08608
H 5.50391 0.55106 -4.36357
H 6.10007 0.25621 -6.00833
H 6.08170 1.89543 -5.33964
H 3.58872 0.21078 -5.93626
H 4.16343 1.55004 -6.93486
H 3.83765 2.88809 -5.07352
C -1.55702 6.25474 -13.42262
C -2.26431 5.84392 -12.14443
O -2.52624 4.44247 -12.11138
H -2.15542 5.98068 -14.29158
H -1.37880 7.33070 -13.44448
H -0.59526 5.74443 -13.51254
H -3.23004 6.34023 -12.06618
H -1.66443 6.12228 -11.27110
H -1.68239 3.98580 -12.16766
C 4.45517 -3.66288 -8.81201
C 5.08699 -4.99597 -8.45472
O 5.65458 -4.98762 -7.14547
H 5.19477 -2.86263 -8.76307
H 4.03631 -3.69278 -9.81855
H 3.65432 -3.40640 -8.11328
H 5.89689 -5.22960 -9.14342
H 4.34658 -5.79999 -8.51391
H 4.93750 -4.81596 -6.53133
C -4.06959 -5.53510 8.62716
C -4.61414 -5.54231 7.21101
O -3.92996 -6.48421 6.38574
H -3.00466 -5.30160 8.62174
H -4.58709 -4.79821 9.24275
H -4.18812 -6.51700 9.09176
H -4.47818 -4.56773 6.74606
H -5.68509 -5.77239 7.21386
H -4.05097 -7.35429 6.77492
C 9.38479 2.03543 3.25834
C 8.94955 1.48299 4.60308
O 8.80183 0.06460 4.57029
H 8.66328 1.76759 2.48587
H 9.47572 3.12186 3.29071
H 10.35026 1.61753 2.96380
H 7.97891 1.88778 4.88585
H 9.67149 1.75530 5.37999
H 9.65272 -0.31398 4.33501
C -2.76723 4.14071 7.75065
C -1.66139 3.13828 7.47144
O -2.18015 1.88241 7.05199
H -3.44140 3.75674 8.51654
H -2.35835 5.09454 8.08865
H -3.36128 4.31945 6.85115
H -1.08090 2.94819 8.37287
H -0.98174 3.52710 6.70342
H -2.68397 2.02348 6.24379
```

Calculated values
- Total energy: -4884.09251 hartree
- SMILES: CCCCN(CCCC[C@]1(CC)C(=O)N[C@@](O)(CC(=O)Cl)[C@]1(CCCS(=O)(=O)O)C[C@H](C)F)C(=S)SCCC.CCO.CCO.CCO.CCO.CCO.CCO.CCO.CCO.CCO.CCO
- Energy above the lowest of the compared OMol25 structures with the same formula, charge and spin: 0.0 kcal/mol

---

| no. | E_HOMO (eV) |
| --- | --- |
| 1 | -8.05 |
| 2 | -7.99 |